Density functional theory data (ωB97M-V with the def2-TZVPD basis set) for a structure of composition C6H26B2Cl3CoCrN6O24 at a distorted geometry.

```
69
Properties=species:S:1:pos:R:3:forces:R:3:lowdin_spin:R:1
H -2.938 1.558 3.997 0.29 0.13 -0.31 0.000
O 1.171 3.960 -0.370 -0.50 0.45 -0.66 0.001
C -1.854 1.669 3.946 2.04 -1.15 0.06 0.001
O -6.301 3.088 -0.158 -0.36 0.92 -0.34 0.002
H 5.973 -0.403 0.800 0.02 -0.11 -0.65 0.000
H 1.059 -2.442 4.121 -0.05 0.35 -0.37 0.000
O -0.832 1.487 1.794 0.60 -1.17 -0.29 0.021
H -0.659 -1.692 -4.423 -0.19 -0.29 -0.29 0.000
H 2.888 0.515 -4.253 -0.13 -0.09 0.27 0.000
O 0.764 -2.286 -0.002 0.10 -0.90 0.26 0.021
H 4.735 0.816 1.034 -0.53 -0.10 -0.39 0.000
O -1.786 3.304 2.343 0.73 -0.99 0.44 0.010
H -1.395 2.279 4.724 -0.53 0.65 -0.33 0.000
H 2.540 -1.467 4.389 -0.01 -0.30 0.57 0.000
N -1.399 2.170 2.600 -2.79 3.20 0.17 0.004
C 5.015 -0.044 0.426 -0.23 -0.14 0.30 0.000
O 2.922 -0.966 1.079 2.44 0.33 -0.95 0.002
H 1.236 -3.786 -1.905 0.46 0.24 0.43 0.000
Cl -5.283 2.220 0.311 -2.02 -4.11 1.37 0.002
C -1.515 -2.226 -4.010 -0.09 0.51 1.12 0.001
B -1.162 0.660 -1.442 -0.29 0.02 -0.10 0.078
Cl -2.777 -2.058 1.728 -2.26 -0.42 -0.30 0.002
H -2.371 -2.345 -4.674 0.53 -0.46 -0.30 0.000
O 1.733 1.942 0.682 -1.15 -2.30 0.02 0.016
N 1.127 -0.363 3.535 -0.49 0.08 0.50 0.001
N 4.059 -1.164 0.607 -2.19 -2.53 1.64 0.000
H -1.062 0.897 -2.489 0.73 0.77 -4.52 0.013
C 1.453 -1.484 4.461 0.17 -0.37 -0.27 0.000
H 1.054 -1.261 5.451 0.33 0.27 -0.18 0.000
B -1.754 4.105 -1.652 0.23 0.77 -0.01 0.078
O 2.509 3.897 1.580 0.40 0.05 -1.42 0.001
N 1.942 -0.317 -2.544 1.54 -2.31 -1.13 0.004
O -0.595 -4.315 -4.374 -0.14 0.53 1.71 0.000
O -4.838 2.536 1.620 0.92 1.35 0.38 0.004
O 3.292 3.061 -0.504 3.96 -0.08 -2.66 0.001
O 4.431 -2.328 0.342 -0.02 2.22 -0.06 0.002
H 3.717 0.780 -2.678 -0.14 -0.17 0.03 0.000
Co -2.576 2.097 -2.372 -0.08 1.97 2.99 2.748
Cr -0.007 -0.010 0.316 0.62 -0.52 2.75 3.778
O -5.806 0.840 0.432 0.66 1.65 -1.24 0.001
O -4.177 2.254 -0.635 1.36 -0.07 -1.20 0.022
H 4.931 0.131 -0.647 0.61 0.39 0.19 0.000
Cl 2.192 3.250 0.305 -2.74 1.00 4.52 0.001
O -4.126 -1.852 1.298 0.05 0.28 0.30 0.001
H -1.282 0.748 4.058 -0.82 -0.47 -0.06 0.000
N -1.021 -3.560 -3.483 -0.83 0.35 -2.42 0.000
O -2.474 -3.443 1.518 1.14 -0.01 -0.02 0.001
H -1.626 4.444 -0.635 0.26 0.40 3.62 0.004
H 0.997 -5.240 -0.939 -0.05 0.16 0.25 0.000
O 1.882 -1.431 -3.081 -0.33 1.33 0.00 0.011
C 2.758 0.736 -3.194 -0.23 0.69 -0.35 0.001
H -1.489 4.931 -2.293 1.35 2.63 -2.77 0.014
H -2.807 4.016 -1.869 -5.12 -1.08 -1.10 0.026
H -1.195 3.217 -1.903 2.71 -3.96 -1.09 0.036
O 0.666 -0.631 2.451 -0.15 -0.71 -0.91 0.004
H -0.523 1.321 -0.877 2.06 3.02 1.42 0.007
O 1.564 -0.102 -1.437 -0.42 0.80 1.19 0.013
C 1.499 -4.273 -0.966 -0.20 -0.39 0.15 0.001
H -0.848 -0.359 -1.278 0.35 -3.98 -0.31 0.009
O 0.946 -4.049 1.259 0.05 0.27 0.57 0.004
O 1.359 0.743 3.943 0.10 0.39 0.02 0.006
H -1.895 -1.664 -3.158 0.24 -0.15 0.15 0.001
N 1.026 -3.472 0.215 -0.41 0.48 -1.29 0.003
O -1.953 -1.173 0.921 1.66 0.56 -1.01 0.021
H 2.255 1.685 -3.010 0.04 -0.03 -0.05 0.000
O -1.172 -3.784 -2.314 0.43 -0.49 0.06 0.000
O -2.594 -1.686 3.094 0.35 0.06 0.77 0.001
H -2.159 0.757 -1.039 -4.04 0.39 1.47 0.018
H 2.558 -4.438 -0.772 0.00 0.24 -0.33 0.000
```
Positions in Å, forces in eV/Å.

The frontier orbital gap (alpha / beta) is 7.0 / 6.7 eV. For the total energy, the calculation gives -6234.4677 hartree. The value obtained for the highest occupied orbital energy (alpha / beta) is -6.50 / -6.50 eV. The calculation puts the energy above the lowest of the compared OMol25 structures with the same formula, charge and spin at 439.5 kJ/mol. The spin multiplicity is 8. The net charge is -1.

=====

Density functional theory data (ωB97M-V with the def2-TZVPD basis set) for a cluster of 7 separate species, C6H26NO6 in total at a distorted geometry.

```
39
Properties=species:S:1:pos:R:3:forces:R:3:nbo_charge:R:1
C -2.176 -1.681 0.247 1.77 -0.84 0.45 -0.190
C -0.717 -1.592 2.280 -1.51 0.51 -0.53 -0.656
C -1.497 -0.930 1.136 -0.70 -0.60 -1.11 -0.014
O -0.121 -0.996 -2.916 0.43 1.10 -0.68 -0.943
O 3.033 -1.670 1.386 0.55 -0.39 1.28 -1.002
H 1.088 -3.552 0.085 -0.66 0.38 -0.04 0.504
H 0.615 -0.034 0.091 -0.18 -0.60 -1.48 0.443
H -3.798 -0.609 -0.568 0.82 0.71 -0.35 0.240
O 1.158 3.454 1.099 -0.13 -0.73 -0.59 -0.979
H 0.393 -2.100 -0.064 -1.08 -0.49 0.34 0.480
H 1.627 4.282 0.975 -0.05 0.14 0.47 0.496
H -3.556 -1.950 -1.424 0.41 -0.99 -0.30 0.245
O 1.158 -2.639 -0.228 1.13 -0.44 -0.60 -0.948
N 0.376 0.781 -0.496 1.19 1.45 4.89 -0.712
H -1.697 1.046 -1.022 1.05 -0.06 0.41 0.234
O 1.068 2.808 -1.910 -0.43 -0.88 0.16 -0.991
C -0.971 1.226 -0.193 -3.60 0.64 -0.54 -0.245
H -2.302 -0.732 -1.673 -0.45 0.33 0.01 0.205
H 0.953 1.436 0.134 -0.18 -0.35 -1.72 0.491
H 1.208 3.640 -1.460 0.28 0.31 -0.43 0.505
H -1.025 0.851 1.982 0.36 0.87 -0.23 0.215
H -1.085 2.292 0.015 0.97 0.13 -0.58 0.238
H -0.784 -1.577 -2.593 -0.69 -1.18 0.75 0.472
H 3.709 0.894 0.614 0.49 0.39 -1.08 0.505
H 1.426 2.757 -2.794 0.27 0.83 -0.22 0.498
H -2.606 0.922 1.301 0.91 0.00 -0.83 0.263
H 0.687 3.454 1.934 0.13 0.48 0.18 0.494
H 0.347 -1.506 2.134 0.54 0.37 0.45 0.225
O 3.034 0.739 -0.057 -1.49 0.05 1.92 -0.989
H 0.730 0.880 -1.426 0.05 -0.39 -0.64 0.483
H -0.945 -2.661 2.359 -0.07 0.28 -0.06 0.233
H 3.177 -0.728 1.214 -0.89 -1.19 -0.61 0.468
H -1.954 -2.754 0.348 -0.63 0.22 -0.09 0.204
H -1.107 -1.082 3.174 0.74 -0.32 0.15 0.229
C -2.943 -1.212 -0.936 -1.43 0.38 0.66 -0.689
C -1.554 0.606 1.057 -0.28 -1.81 1.95 -0.486
H 3.267 0.790 -0.961 1.38 0.18 -0.96 0.502
H -0.536 -0.708 -3.741 0.38 0.14 -0.10 0.480
H 2.324 -2.142 0.900 0.60 1.35 -0.31 0.493
```
Positions in Å, forces in eV/Å.

The frontier orbital gap is 9.7 eV. For the total energy, the calculation gives -750.1086 hartree. The value obtained for the highest occupied orbital energy is -12.58 eV. The calculation puts the energy above the lowest of the compared OMol25 structures with the same formula, charge and spin at 282.4 kJ/mol. The net charge is +1.

=====

Density functional theory data (ωB97M-V with the def2-TZVPD basis set) for a cluster of 7 separate species, C6H26NO7 in total at a distorted geometry.

```
40
Properties=species:S:1:pos:R:3:forces:R:3:nbo_charge:R:1
C 0.561 0.867 2.363 -0.33 -0.41 -1.01 -0.407
C 0.717 -0.790 0.379 -0.11 -0.47 -0.06 -0.470
C -0.680 0.056 2.808 1.82 0.31 2.60 -0.452
H -2.096 -2.589 -0.357 -0.50 0.31 0.54 0.447
H -0.780 0.151 3.909 -0.08 0.72 -0.25 0.189
H 2.362 0.437 1.109 -0.42 -0.27 0.08 0.206
H -1.889 -0.822 0.452 -1.47 -0.10 1.59 0.521
O 0.082 4.172 -0.537 -1.28 -0.27 0.75 -0.942
O -2.417 -0.595 1.392 -0.66 -1.38 -1.63 -0.824
H 0.629 4.089 -1.290 1.44 0.07 -1.26 0.465
C 1.498 -0.139 1.501 -0.35 2.25 0.02 -0.403
O -1.732 -1.745 -0.643 -0.11 -0.86 -0.24 -1.127
H -0.578 3.508 -0.793 -0.09 0.06 0.55 0.477
O -0.220 -3.539 -1.732 -0.64 0.01 1.18 -1.052
H 2.573 3.125 1.537 -9.02 3.81 3.10 0.475
O 0.335 -0.802 -3.768 -1.06 -1.18 0.25 -1.000
C 0.305 0.221 -0.690 -1.18 -0.30 -3.59 -0.245
H 1.941 -0.870 2.171 -0.21 -0.18 0.36 0.190
H 1.307 -1.552 -0.136 0.27 -0.08 0.11 0.209
H 1.105 1.081 3.280 0.27 0.61 -0.16 0.193
H -0.581 -2.718 -1.126 0.19 -1.57 -1.27 0.519
H -2.247 -1.698 -2.045 0.82 1.10 -1.10 0.514
N 1.300 1.046 -1.471 0.33 -0.32 0.43 -0.881
H -0.174 -1.368 0.792 1.27 1.09 -0.67 0.250
H 0.668 -1.633 -4.101 1.03 -0.20 -0.44 0.444
H 1.878 0.567 -2.197 -1.10 0.13 1.16 0.378
H -0.328 -1.023 2.871 -1.30 0.87 -1.13 0.216
H 0.145 1.859 1.854 1.47 -2.04 0.77 0.202
H -2.118 1.325 1.554 1.46 0.69 0.16 0.154
H -0.243 -0.277 -1.600 0.96 0.53 2.23 0.253
H -1.606 -2.507 -3.041 0.46 -1.31 -0.49 0.466
C -1.987 0.433 2.177 -2.49 0.03 0.59 -0.047
O -2.019 -1.654 -3.090 -1.44 -0.09 1.08 -1.014
H 3.560 2.909 0.348 0.46 0.98 -4.83 0.480
H -0.618 -4.387 -1.404 0.53 1.48 -0.26 0.451
H -0.452 0.922 -0.329 0.16 0.10 0.32 0.167
H 1.889 1.607 -0.872 0.18 -0.15 0.11 0.332
H -0.537 -1.245 -3.439 0.58 1.94 -0.15 0.492
H -2.824 0.733 2.987 1.57 -1.18 -1.12 0.123
O 3.270 2.849 1.178 8.57 -4.73 1.70 -0.950
```
Positions in Å, forces in eV/Å.

The frontier orbital gap is 8.7 eV. For the total energy, the calculation gives -825.5545 hartree. The value obtained for the highest occupied orbital energy is -5.61 eV. The calculation puts the energy above the lowest of the compared OMol25 structures with the same formula, charge and spin at 450.2 kJ/mol. The net charge is -1.

=====

Density functional theory data (ωB97M-V with the def2-TZVPD basis set) for a cluster of 8 separate species, C6H26NO8 in total at a distorted geometry.

```
41
Properties=species:S:1:pos:R:3:forces:R:3:nbo_charge:R:1
H 0.999 3.787 1.596 -0.15 0.42 0.22 0.195
H 0.101 -4.033 -0.792 -0.21 0.03 0.15 0.466
H -1.726 0.371 0.460 0.36 -0.53 -0.28 0.184
H 1.081 -0.559 1.131 -0.45 0.25 -1.08 0.142
H -0.499 -0.371 -0.670 -0.36 -0.36 -0.47 0.233
H -1.400 2.668 -3.110 -0.53 -0.52 -0.06 0.193
H -3.922 1.074 1.372 -0.03 0.00 0.03 0.468
H 1.494 -2.910 -2.032 0.25 0.15 0.16 0.460
O 1.198 -2.078 -1.648 0.02 0.18 0.12 -1.069
H -0.005 -3.446 2.165 0.39 0.32 -0.82 0.493
H -1.674 -2.052 2.648 0.35 -0.02 -0.21 0.479
H 2.066 -1.524 -1.206 0.46 0.85 -0.73 0.518
O 0.685 -2.795 2.320 0.45 0.20 2.33 -0.973
C 0.160 1.411 0.328 -1.95 -0.79 0.48 -0.056
H 0.963 0.633 2.270 -0.67 0.63 0.21 0.169
C -1.081 1.819 -2.509 1.52 0.26 -0.41 -0.425
H -1.061 2.164 1.881 0.74 -0.35 0.11 0.332
C 1.105 0.538 1.196 1.71 0.98 0.14 -0.069
H 2.752 0.570 0.142 -0.02 -0.14 0.15 0.520
H -0.119 1.379 -2.786 -0.07 0.31 0.00 0.191
H 0.990 -1.235 -3.158 0.45 0.64 0.14 0.511
H -0.845 4.373 1.639 1.31 -0.49 0.93 0.201
H 0.645 2.040 -0.436 0.55 -1.10 0.10 0.220
O 1.090 -0.830 -4.048 -0.53 -0.63 -0.88 -1.007
C -0.012 3.760 1.191 -2.25 1.04 -1.15 -0.426
H -0.136 4.305 0.224 1.17 -0.62 0.01 0.188
O -3.676 1.931 1.736 0.09 -0.12 0.12 -0.945
O 3.025 -0.525 -1.059 -0.45 -0.60 -0.10 -1.187
O -2.165 -2.716 2.160 -0.50 -0.31 -0.31 -0.976
C -1.613 1.438 -1.370 -2.15 -0.84 0.17 -0.149
H -2.675 1.708 -1.178 0.93 0.36 0.20 0.191
H 1.533 0.013 -4.048 0.14 0.12 0.61 0.462
N -0.590 2.448 1.032 -0.31 0.22 0.62 -0.655
H -1.691 -2.893 1.328 -0.05 0.25 0.30 0.495
O 2.439 0.991 0.999 0.01 -0.20 -0.08 -0.785
H 3.125 -0.293 -1.992 0.05 0.05 0.32 0.435
C -0.982 0.537 -0.336 0.97 1.51 0.34 -0.454
H 0.959 -2.301 1.557 -0.24 -0.51 -0.62 0.476
O -0.109 -3.497 -0.020 -0.12 1.58 -0.52 -1.027
H 0.229 -2.565 -0.359 -0.50 -2.40 0.11 0.514
H -2.710 1.944 1.662 -0.38 0.18 -0.33 0.471
```
Positions in Å, forces in eV/Å.

The frontier orbital gap is 8.7 eV. For the total energy, the calculation gives -900.8484 hartree. The value obtained for the highest occupied orbital energy is -5.68 eV. The calculation puts the energy above the lowest of the compared OMol25 structures with the same formula, charge and spin at 206.2 kJ/mol. The net charge is -1.

=====

Density functional theory data (ωB97M-V with the def2-TZVPD basis set) for a structure of composition C6H27BO12Zr at a distorted geometry.

```
47
Properties=species:S:1:pos:R:3:forces:R:3:nbo_charge:R:1
Zr 0.622 2.490 0.671 2.24 -4.70 1.01 2.292
O 1.560 0.432 -3.964 -0.19 0.28 0.43 -0.967
H -0.932 1.217 -0.251 -1.42 1.22 0.00 0.071
H -1.959 -0.965 2.130 0.69 0.25 -0.49 0.167
H 0.832 1.190 -0.839 1.72 1.44 -1.27 0.018
H -0.047 3.358 -2.201 0.32 -0.33 0.18 0.575
C 1.912 -0.020 3.720 0.32 0.18 0.79 -0.752
H 2.128 0.289 4.747 -0.04 0.35 -0.10 0.299
C 1.574 1.107 2.835 0.05 -0.13 -1.92 0.858
H 2.906 2.018 -1.071 -0.11 -0.46 0.28 0.557
O 2.541 2.741 -0.474 -0.20 0.67 -0.17 -0.981
H -1.042 -3.264 0.271 -0.07 -0.09 0.03 0.230
H 2.810 -0.512 3.358 -0.14 -0.14 -0.14 0.274
H 3.449 -0.232 -1.643 -0.12 0.11 0.08 0.529
O 1.130 -3.131 -1.946 -0.06 0.27 0.25 -0.968
C -2.123 -1.773 1.404 -1.45 -0.19 0.50 0.066
H 0.270 -2.786 -2.215 0.00 -0.31 -0.29 0.480
O 2.305 1.446 1.832 -0.03 0.61 -0.32 -0.702
C -0.934 -2.680 1.183 0.10 0.31 0.13 -0.633
O 0.442 1.679 2.776 -1.65 1.14 0.02 -0.728
O 3.479 0.707 -1.889 0.46 0.18 0.34 -0.975
H 1.011 -4.085 -1.883 0.06 0.05 -0.06 0.489
B 0.003 0.570 -0.351 -0.26 -1.16 -0.62 -0.607
H -0.108 -0.420 -0.928 -0.16 -0.68 -0.10 0.103
C -2.879 -1.311 0.134 1.38 0.51 -0.18 -0.085
H 1.057 -0.686 3.836 -0.01 -0.05 -0.31 0.282
O -0.809 -1.307 -3.281 -0.03 -0.13 0.45 -0.944
H 2.160 0.675 -3.244 0.09 -0.28 -0.51 0.466
H 3.217 3.438 -0.458 -0.16 -0.02 0.19 0.542
H -0.022 -2.087 1.093 0.04 -0.04 -0.07 0.200
H 4.421 0.886 -2.044 -0.11 -0.10 -0.20 0.521
H -1.944 3.634 0.653 -0.21 -0.20 0.16 0.537
O -1.448 2.937 1.114 -0.95 1.18 0.49 -0.942
H -0.734 4.176 -1.092 0.13 0.07 -0.50 0.520
H -2.697 -0.253 -0.087 -0.31 0.06 0.18 0.151
O -5.427 -2.559 2.008 -0.15 0.12 0.00 -0.523
C -4.394 -2.220 1.555 0.15 -0.29 -0.24 0.965
O -4.233 -1.539 0.383 -0.29 0.19 -0.12 -0.488
H 1.709 -0.507 -4.130 -0.07 0.06 -0.07 0.493
H -2.491 -1.830 -0.747 -0.45 -0.34 0.01 0.197
H -0.806 -3.355 2.028 -0.06 0.01 0.02 0.255
H 0.431 0.425 0.698 0.82 -0.31 2.29 0.066
O -3.186 -2.472 2.088 0.40 -0.56 0.23 -0.494
H -2.059 2.609 1.806 0.44 -0.12 0.09 0.579
H -0.296 -0.850 -2.602 -0.10 0.17 -0.58 0.460
O -0.114 3.440 -1.231 -0.66 1.29 0.19 -0.945
H -1.289 -0.618 -3.755 0.07 -0.09 -0.08 0.490
```
Positions in Å, forces in eV/Å.

The frontier orbital gap is 6.1 eV. For the total energy, the calculation gives -1219.0465 hartree. The value obtained for the highest occupied orbital energy is -15.07 eV. The net charge is +2.